1.
Here is the molecule C22H26N6O4S in a non-equilibrium geometry from the OMol25 dataset. Energies are from wB97M-V/def2-TZVPD.

Values from the calculation:
Orbital gap ... 8.307 eV
HOMO level ... -7.98 eV
Charge ... 0
Total energy ... -51201.4474 eV
SMILES ... CC(C)CCNC(=O)CN(Cc1ccc2c(c1)OCO2)C(=O)Cn1nnc(-c2cccs2)n1

Each line ends with the Löwdin charge.
Atoms and positions in Å:
C (-0.450, -3.510, -0.816)  -0.07
C (-1.362, -2.563, -1.591)  -0.43
C (-2.802, -2.717, -1.104)  -0.08
C (-0.908, -1.106, -1.444)  -0.17
C (0.346, -0.797, -2.261)  -0.16
N (0.760, 0.574, -2.071)  0.09
C (2.018, 0.922, -1.759)  -0.47
O (2.950, 0.149, -1.690)  0.07
C (2.170, 2.430, -1.493)  -0.03
N (1.279, 2.897, -0.441)  -0.02
C (1.789, 2.767, 0.920)  -0.09
C (2.383, 1.393, 1.112)  -0.22
C (1.541, 0.298, 1.235)  -0.04
C (2.029, -1.002, 1.303)  0.03
C (3.391, -1.159, 1.241)  -0.20
C (4.248, -0.060, 1.150)  -0.20
C (3.769, 1.223, 1.087)  0.04
O (5.543, -0.494, 1.139)  0.04
C (5.476, -1.904, 1.139)  -0.15
O (4.130, -2.307, 1.279)  0.04
C (0.074, 3.354, -0.813)  -0.44
O (-0.303, 3.332, -1.973)  0.05
C (-0.870, 3.904, 0.272)  -0.02
N (-1.541, 2.813, 0.907)  -0.18
N (-1.170, 2.294, 2.054)  0.06
N (-1.945, 1.299, 2.294)  0.10
C (-2.806, 1.221, 1.253)  -0.38
C (-3.840, 0.243, 1.144)  -0.49
C (-4.134, -0.749, 2.042)  -0.12
C (-5.226, -1.535, 1.635)  -0.18
C (-5.743, -1.133, 0.442)  -0.41
S (-4.911, 0.216, -0.216)  1.04
N (-2.556, 2.180, 0.365)  0.19
H (0.584, -3.412, -1.132)  0.07
H (-0.757, -4.542, -0.973)  0.08
H (-0.509, -3.298, 0.249)  0.08
H (-1.325, -2.829, -2.654)  0.14
H (-3.129, -3.750, -1.203)  0.08
H (-2.878, -2.434, -0.056)  0.07
H (-3.475, -2.088, -1.682)  0.06
H (-0.715, -0.894, -0.391)  0.10
H (-1.710, -0.442, -1.777)  0.11
H (0.148, -0.982, -3.324)  0.13
H (1.188, -1.417, -1.949)  0.11
H (0.073, 1.298, -2.236)  0.12
H (1.926, 2.975, -2.410)  0.14
H (3.203, 2.630, -1.207)  0.13
H (2.557, 3.532, 1.082)  0.13
H (0.982, 2.908, 1.639)  0.09
H (0.475, 0.455, 1.282)  0.09
H (1.373, -1.851, 1.388)  0.11
H (4.444, 2.060, 1.008)  0.13
H (5.879, -2.291, 0.189)  0.14
H (6.068, -2.301, 1.977)  0.14
H (-1.619, 4.508, -0.246)  0.14
H (-0.353, 4.494, 1.028)  0.13
H (-3.578, -0.888, 2.951)  0.11
H (-5.612, -2.363, 2.202)  0.10
H (-6.570, -1.553, -0.096)  0.06

=====

2.
Here is a structure of composition C26H22Br2IN2O11S3V in a non-equilibrium geometry from the OMol25 dataset. Energies are from wB97M-V/def2-TZVPD.

Values from the calculation:
Orbital gap (spin up / spin down) ... 7.351 / 7.609 eV
HOMO level (spin up / spin down) ... -5.76 / -5.77 eV
Multiplicity ... 2
Charge ... -1
Total energy ... -259200.2048 eV

Each line ends with the Mulliken spin population.
Atoms and positions in Å:
V (0.605, 0.696, 0.730)  1.11
C (-3.347, -2.470, 2.294)  0.00
C (-2.193, -3.110, 1.618)  0.00
C (-2.324, -4.378, 1.005)  0.00
C (-1.234, -4.967, 0.434)  0.00
C (-0.010, -4.267, 0.388)  0.00
C (1.179, -4.733, -0.204)  -0.01
Br (1.238, -6.488, -0.908)  0.00
C (2.292, -3.944, -0.330)  0.00
C (2.238, -2.620, 0.111)  -0.01
Br (3.682, -1.462, -0.197)  0.00
C (1.102, -2.091, 0.702)  -0.01
O (0.954, -0.825, 0.892)  -0.04
C (-0.017, -2.955, 0.930)  -0.01
N (-1.065, -2.448, 1.581)  0.00
H (-4.162, -3.174, 2.435)  0.00
H (-3.668, -1.637, 1.664)  0.00
H (-3.036, -2.048, 3.245)  0.00
H (-3.287, -4.869, 1.006)  0.00
H (-1.301, -5.954, -0.001)  0.00
H (3.185, -4.299, -0.820)  0.00
O (1.061, -1.057, -1.821)  0.00
C (0.865, -0.234, -2.685)  0.00
C (1.430, 1.104, -2.725)  0.00
C (1.390, 1.794, -3.925)  0.01
C (1.978, 3.041, -4.056)  0.00
C (2.614, 3.634, -2.950)  0.00
C (2.655, 2.981, -1.756)  0.00
C (2.077, 1.685, -1.571)  0.00
O (2.173, 1.099, -0.450)  0.03
N (1.931, 3.702, -5.304)  0.00
O (2.479, 4.789, -5.408)  0.00
O (1.334, 3.155, -6.222)  0.00
H (0.246, -0.497, -3.572)  0.00
H (0.937, 1.338, -4.796)  0.00
H (3.052, 4.613, -3.070)  0.00
H (3.140, 3.433, -0.904)  0.00
O (-1.716, 3.071, 1.698)  0.00
S (-0.817, 3.326, 0.613)  0.00
O (-0.370, 4.691, 0.498)  0.00
O (0.359, 2.398, 0.559)  -0.02
C (-1.486, 2.838, -0.961)  0.00
C (-1.314, 3.687, -2.042)  0.00
C (-1.581, 3.231, -3.321)  0.00
C (-2.027, 1.931, -3.513)  0.00
C (-2.182, 1.088, -2.424)  0.00
C (-1.888, 1.534, -1.142)  0.00
S (-1.955, 0.240, 0.122)  0.01
O (-3.353, 0.037, 0.406)  0.00
O (-1.315, -0.851, -0.591)  0.00
O (-1.175, 0.611, 1.314)  0.01
H (-0.961, 4.686, -1.841)  0.00
H (-1.426, 3.873, -4.174)  0.00
H (-2.237, 1.579, -4.515)  0.00
H (-2.501, 0.063, -2.535)  0.00
I (2.898, -0.139, 3.205)  0.00
C (1.641, 1.329, 2.382)  -0.09
H (2.291, 2.168, 2.142)  0.00
H (0.935, 1.608, 3.160)  0.02
C (0.241, -2.343, 4.628)  0.00
S (-0.521, -0.806, 3.999)  0.00
C (-0.259, 0.226, 5.487)  0.00
H (-0.446, -2.858, 5.294)  0.00
H (1.172, -2.107, 5.132)  0.00
H (0.444, -2.960, 3.759)  0.00
H (0.806, 0.321, 5.688)  0.00
H (-0.766, -0.210, 6.343)  0.00
H (-0.687, 1.199, 5.265)  0.00

=====

3.
Here is a structure of composition C15H15BeCa2ClF7N6NaO10PS2 in a non-equilibrium geometry from the OMol25 dataset. Energies are from wB97M-V/def2-TZVPD.

Values from the calculation:
Orbital gap ... 1.285 eV
HOMO level ... -9.68 eV
Charge ... +1
Total energy ... -149384.6551 eV

Each line ends with the Löwdin charge.
Atoms and positions in Å:
C (3.867, -5.233, 2.293)  -0.13
N (3.431, -4.631, 1.042)  -0.09
C (3.638, -3.208, 0.918)  -0.16
C (2.528, -2.243, 1.486)  -0.24
C (2.645, -2.190, 3.020)  -0.20
N (2.663, -2.097, 4.163)  0.17
C (1.086, -2.734, 1.244)  -0.26
C (0.346, -2.303, 0.170)  -0.10
C (-1.099, -2.748, -0.131)  -0.19
C (-1.571, -3.637, 0.883)  -0.02
C (-0.680, -3.947, 1.940)  -0.08
N (0.575, -3.568, 2.146)  0.11
C (2.721, -0.720, 1.052)  -0.24
C (3.044, -0.530, -0.427)  -0.13
N (3.264, -0.423, -1.543)  0.20
N (1.551, 0.067, 1.506)  0.07
C (1.955, 0.921, 2.304)  -0.74
S (2.590, 1.906, 3.322)  0.96
H (4.709, -4.693, 2.755)  0.10
H (4.221, -6.269, 2.132)  0.10
H (3.024, -5.268, 3.034)  -0.05
H (2.522, -4.947, 0.736)  0.11
H (4.571, -2.974, 1.468)  0.14
H (3.881, -3.008, -0.147)  0.13
H (0.871, -1.579, -0.542)  0.05
H (-1.763, -2.390, -1.067)  -0.15
H (-2.588, -4.038, 0.834)  0.12
H (-1.095, -4.608, 2.715)  0.13
H (3.611, -0.366, 1.615)  0.15
C (0.338, 3.012, 0.264)  -0.92
O (-0.393, 2.040, 0.180)  0.01
O (0.960, 3.412, 1.274)  0.12
O (0.614, 3.768, -0.723)  0.30
Ca (-0.888, -0.605, -1.112)  1.30
C (-6.269, 1.679, -0.061)  -0.30
C (-7.003, 0.789, 0.928)  -0.20
O (-6.319, -0.479, 0.858)  -0.25
S (-4.793, -0.215, 0.545)  0.54
O (-4.049, -0.283, 1.749)  -0.20
O (-4.436, -1.009, -0.606)  -0.54
O (-4.888, 1.302, 0.092)  -0.18
H (-6.571, 1.487, -1.215)  -0.06
H (-6.414, 2.737, 0.174)  0.14
H (-8.054, 0.675, 0.686)  0.12
H (-6.902, 1.165, 1.948)  0.14
Cl (-7.077, -0.032, -1.777)  0.11
Be (1.879, -4.155, 4.477)  0.49
F (0.180, 2.225, -2.222)  -0.35
Na (3.558, 1.662, -1.390)  0.69
F (-0.076, 6.743, -5.188)  -0.19
P (0.032, 5.316, -4.391)  0.34
F (-0.519, 4.636, -5.785)  -0.21
F (1.530, 5.186, -5.070)  -0.21
F (-1.277, 4.467, -3.871)  -0.21
F (-0.315, 6.357, -3.166)  -0.20
F (0.869, 4.473, -3.247)  -0.23
N (3.882, 5.895, -2.467)  -0.59
O (4.742, 6.349, -3.209)  0.17
O (3.984, 4.738, -2.036)  0.08
O (2.925, 6.581, -2.144)  0.20
Ca (-3.768, -2.456, -2.418)  1.35

=====

Question: What is the charge in the first record?
Answer: 0